1.
A 2-piece molecular cluster, C22H17N7O6 overall, computed with ωB97M-V/def2-TZVPD.

## Properties
Lowest unoccupied orbital energy ... -1.7 eV
Total energy ... -45793.0539 eV

Positions of all 52 atoms, in Å:
C 4.938 -1.686 0.506
C 4.314 -1.255 1.682
C 2.994 -1.623 1.944
C 2.285 -2.405 1.025
C 0.853 -2.818 1.313
N -0.128 -2.396 0.327
C -0.799 -3.364 -0.515
C -1.806 -2.494 -1.258
N -1.539 -1.134 -0.837
C -0.627 -1.149 0.100
C -0.104 -0.003 0.870
C -0.422 0.126 2.228
C 0.035 1.247 2.919
C 0.815 2.201 2.249
C 1.158 2.041 0.900
C 0.704 0.923 0.205
C 2.921 -2.868 -0.133
C 4.242 -2.492 -0.403
H 5.970 -1.400 0.302
H 4.850 -0.637 2.405
H 2.489 -1.309 2.862
H 0.798 -3.917 1.298
H 0.550 -2.465 2.309
H -0.076 -3.827 -1.205
H -1.280 -4.133 0.108
H -1.716 -2.595 -2.347
H -2.831 -2.774 -0.972
H -1.017 -0.649 2.718
H -0.217 1.370 3.977
H 1.169 3.081 2.791
H 1.777 2.779 0.382
H 0.985 0.727 -0.833
H 2.379 -3.532 -0.814
H 4.722 -2.839 -1.321
O -1.158 5.500 0.283
N -1.139 4.693 -0.630
C -1.862 3.573 -0.985
C -1.300 3.064 -2.173
N -0.296 3.871 -2.624
O -0.201 4.857 -1.678
C -1.709 1.732 -2.633
N -1.258 1.095 -3.858
O -0.425 1.625 -4.615
O -1.788 -0.016 -4.120
C -2.593 0.980 -1.841
C -3.137 1.550 -0.690
N -3.974 1.002 0.289
O -4.613 -0.033 0.348
O -4.027 1.944 1.347
N -3.285 3.060 1.054
C -2.792 2.830 -0.204
H -2.829 -0.058 -2.054

Cartesian forces, eV/Å:
C -0.2 0.0 0.1
C -0.1 -0.2 -0.1
C -0.1 -0.1 -0.3
C 0.2 -0.1 0.1
C -0.1 -0.1 0.0
N 0.5 -0.1 0.7
C 0.3 -0.5 -0.1
C -0.4 -0.4 -0.2
N 1.0 1.2 1.5
C -0.8 -1.3 -1.3
C -0.1 0.2 -0.2
C 0.2 0.2 -0.3
C 0.1 0.0 -0.1
C 0.0 0.0 0.1
C 0.0 0.0 0.1
C -0.2 0.0 0.3
C 0.3 0.3 0.1
C -0.3 0.0 0.2
H -0.3 -0.1 0.0
H -0.1 -0.2 -0.3
H 0.2 0.0 -0.3
H 0.0 0.3 0.3
H 0.2 -0.2 -0.2
H -0.2 -0.1 0.3
H 0.2 0.0 -0.3
H -0.1 0.1 0.2
H 0.1 0.2 -0.2
H 0.1 0.3 -0.1
H 0.1 0.0 -0.4
H -0.1 -0.3 -0.2
H -0.2 -0.2 0.3
H -0.1 0.2 0.3
H 0.2 0.3 0.2
H -0.1 0.1 0.3
O 0.0 -0.9 -0.8
N -0.7 -1.0 -0.9
C 1.2 1.7 1.0
C 1.9 0.6 -1.2
N -2.0 -1.6 1.3
O -0.3 0.4 0.3
C -1.4 -0.6 1.1
N 0.2 -1.5 -2.0
O -1.4 -0.4 1.9
O 1.0 1.9 0.5
C 1.0 0.2 -2.0
C -1.4 0.5 2.6
N 1.0 0.3 -1.5
O 0.7 1.1 0.2
O -0.1 -0.6 -0.8
N 0.8 -0.5 -2.9
C -0.8 0.1 3.1
H -0.1 0.7 -0.4


2.
A 3-piece molecular cluster, C2N6O6 overall, computed with ωB97M-V/def2-TZVPD.

## Properties
Energy above the lowest of the compared OMol25 structures with the same formula, charge and spin ... 0.000 eV
Lowest unoccupied orbital energy ... -1.1 eV
Total energy ... -23290.0602 eV

Positions of all 14 atoms, in Å:
C -0.624 -0.393 -0.240
C 0.113 -0.012 0.808
N 1.569 -4.269 -2.676
N 2.633 -3.969 -2.489
N -1.773 2.470 -1.223
N -0.962 1.756 -1.023
N 1.578 0.074 0.896
N -0.676 0.657 1.808
O -1.150 -1.022 -0.993
O -2.569 3.243 -1.422
O 2.161 -0.841 0.404
O 1.932 1.017 1.565
O -0.315 0.669 2.974
O -1.746 1.161 1.379

Cartesian forces, eV/Å:
C 2.3 -0.3 2.4
C -0.3 0.9 1.2
N 4.4 1.2 0.8
N -4.4 -1.2 -0.8
N 1.6 -1.0 0.3
N 1.8 -1.0 -0.4
N -3.0 0.3 1.1
N -0.8 1.0 0.7
O -1.8 -1.2 -2.6
O -3.6 3.1 -0.8
O 1.6 -0.4 -0.7
O 1.3 -0.3 -0.6
O -0.4 0.0 -1.5
O 1.2 -1.1 0.9


Q: Among the records above, which one has the lowest total energy?
A: C22H17N7O6


Q: Which of these has the lowest total energy?
A: C22H17N7O6


Q: Which of these has the lowest total energy?
A: C22H17N7O6